Record 1
112
Properties=species:S:1:pos:R:3:mulliken_charge:R:1 method="wB97M-V/def2-TZVPD" homo_lumo_gap_ev=7.240 multiplicity=1 charge=+1 e_tot_ha=-25633.5119 e_above_lowest_kj_mol=88.7
C -3.77 -0.21 3.95 -0.791
C -4.45 -1.56 4.19 -0.103
C -4.16 -2.63 3.13 -0.776
N -3.02 -3.51 3.45 -0.446
S -1.53 -2.72 3.30 1.084
C -0.88 -3.37 1.74 -1.212
C -0.37 -2.25 0.83 0.851
C 0.86 -2.80 0.10 -2.469
O -1.28 -1.85 -0.16 -0.472
C -2.09 -0.76 0.23 -0.086
C -1.37 0.56 0.38 0.953
C -0.02 0.77 0.05 -0.218
C 0.61 2.02 0.24 -1.015
C -0.12 3.10 0.79 -0.751
C -1.48 2.89 1.10 -1.894
C -2.12 1.65 0.92 -0.323
N -0.65 -3.29 4.51 -0.465
C -0.25 -2.41 5.39 0.719
C 0.85 -1.47 5.02 0.240
C -0.81 -2.37 6.75 -1.103
H -4.30 0.57 4.49 0.529
H -2.74 -0.21 4.31 0.123
H -3.78 0.04 2.90 0.077
H -4.17 -1.98 5.16 0.055
H -5.53 -1.40 4.22 0.444
H -5.02 -3.30 3.09 0.385
H -4.02 -2.23 2.13 0.307
H -3.06 -3.83 4.41 0.389
H 0.00 -3.95 2.04 0.366
H -1.57 -4.07 1.28 0.495
H -0.01 -1.43 1.46 0.577
H 1.69 -2.97 0.77 0.119
H 0.57 -3.73 -0.38 0.708
H 1.12 -2.12 -0.71 0.835
H -2.83 -0.64 -0.56 0.480
H -2.65 -0.96 1.15 -0.575
H 0.55 -0.06 -0.35 0.415
H 1.65 2.13 -0.02 0.745
H 0.36 4.05 0.96 0.608
H -2.04 3.70 1.53 1.107
H -3.16 1.53 1.18 0.522
H 0.53 -0.74 4.28 0.166
H 1.62 -2.10 4.58 -0.536
H 1.30 -1.00 5.89 0.247
H -1.21 -3.33 7.06 0.457
H -0.05 -2.12 7.49 0.295
H -1.58 -1.60 6.85 -0.048
C 0.69 -4.48 -6.03 0.248
Cl 0.46 -4.86 -7.73 -0.060
Cl 0.03 -5.78 -5.03 -0.111
Cl 2.40 -4.28 -5.66 -0.072
Cl -0.12 -2.96 -5.64 -0.025
C 3.43 -3.30 -1.69 0.207
Cl 3.68 -1.70 -2.39 -0.085
Cl 3.19 -3.16 0.06 0.007
Cl 1.99 -4.03 -2.41 0.014
Cl 4.83 -4.31 -2.02 -0.084
C -3.47 6.00 -1.59 0.267
Cl -2.68 4.86 -0.49 0.011
Cl -2.34 6.39 -2.88 -0.036
Cl -4.94 5.29 -2.27 -0.102
Cl -3.88 7.47 -0.69 -0.105
C 0.77 2.64 6.72 0.132
Cl 0.11 4.05 7.54 -0.084
Cl 2.48 2.45 7.16 -0.090
Cl -0.15 1.21 7.21 0.088
Cl 0.64 2.85 4.97 -0.032
C 0.79 0.69 -7.48 0.322
Cl -0.32 1.32 -8.70 -0.129
Cl 1.33 -0.93 -7.92 -0.030
Cl 2.19 1.76 -7.39 -0.093
Cl -0.03 0.64 -5.91 -0.076
C 6.46 -0.63 1.80 0.217
Cl 5.19 -0.24 2.97 -0.055
Cl 5.72 -1.16 0.28 -0.017
Cl 7.44 0.81 1.51 -0.089
Cl 7.47 -1.92 2.45 -0.091
C 2.01 4.97 -4.27 0.153
Cl 1.48 4.50 -5.89 0.063
Cl 1.49 3.77 -3.08 0.006
Cl 3.77 5.10 -4.26 -0.111
Cl 1.29 6.54 -3.88 -0.105
C 1.84 -1.21 10.55 0.259
Cl 2.37 -0.72 12.16 -0.084
Cl 0.08 -1.46 10.55 -0.085
Cl 2.27 0.05 9.39 -0.012
Cl 2.63 -2.72 10.10 -0.088
C -0.27 -2.60 -11.78 0.317
Cl -0.66 -1.19 -10.78 -0.022
Cl 1.19 -3.37 -11.14 -0.096
Cl -1.61 -3.75 -11.72 -0.102
Cl 0.00 -2.09 -13.44 -0.096
C 1.02 6.70 -9.28 0.209
Cl 0.49 5.01 -9.28 0.015
Cl 1.16 7.25 -7.61 -0.088
Cl 2.61 6.82 -10.07 -0.097
Cl -0.17 7.70 -10.12 -0.052
C -4.00 0.26 8.83 0.226
Cl -4.94 0.55 10.29 -0.074
Cl -4.90 -0.83 7.75 -0.087
Cl -3.69 1.78 8.00 -0.079
Cl -2.46 -0.50 9.27 -0.048
C 2.82 -4.43 4.34 0.278
Cl 1.06 -4.52 4.54 -0.053
Cl 3.56 -3.88 5.84 -0.060
Cl 3.44 -6.02 3.91 -0.105
Cl 3.20 -3.28 3.05 -0.052
C 0.48 5.69 -14.27 0.307
Cl 1.30 5.87 -12.71 0.002
Cl 1.11 6.89 -15.40 -0.100
Cl 0.76 4.07 -14.90 -0.098
Cl -1.26 5.95 -14.05 -0.105



Record 2
14
Properties=species:S:1:pos:R:3:nbo_charge:R:1 method="wB97M-V/def2-TZVPD" homo_lumo_gap_ev=10.709 multiplicity=1 charge=0 e_tot_ha=-307.6542 e_above_lowest_kj_mol=153.0
C 2.04 0.48 -0.64 -0.248
O 0.68 0.12 -0.71 -0.540
C 0.21 -0.39 0.51 -0.059
C -1.27 -0.70 0.37 -0.537
C -2.09 0.46 -0.13 0.452
O -3.15 0.32 -0.69 -0.516
H 2.33 0.86 -1.63 0.198
H 2.68 -0.39 -0.40 0.166
H 2.22 1.26 0.11 0.165
H 0.37 0.35 1.32 0.161
H 0.77 -1.30 0.80 0.175
H -1.66 -1.00 1.35 0.238
H -1.45 -1.54 -0.31 0.237
H -1.68 1.47 0.06 0.107



Record 3
34
Properties=species:S:1:pos:R:3:nbo_charge:R:1 method="wB97M-V/def2-TZVPD" homo_lumo_gap_ev=9.065 multiplicity=1 charge=+2 e_tot_ha=-557.1613 e_above_lowest_kj_mol=112.5
C 0.39 -0.26 3.83 -0.125
C 1.56 0.43 1.77 0.726
C -0.04 0.57 4.75 -0.249
C -1.14 -0.69 -0.47 0.302
C -0.08 -1.49 -1.30 -0.707
C 3.03 1.57 -1.94 -0.619
C -4.51 -1.19 -1.99 -0.637
C 1.76 2.12 -1.24 -0.404
C 1.90 2.20 0.30 -0.196
C -3.06 -1.42 -1.83 -0.241
N 1.02 -0.03 2.68 -0.279
N 2.25 0.87 0.85 -0.587
N -2.39 -0.63 -0.80 -0.386
H 0.02 -1.30 3.92 0.239
H -0.63 0.26 5.61 0.259
H 0.17 1.62 4.56 0.212
H -0.98 -0.14 0.45 0.215
H -0.48 -2.54 -1.23 0.281
H 0.89 -1.55 -0.74 0.255
H 0.00 -1.23 -2.36 0.289
H 3.06 2.05 -2.89 0.252
H 4.04 1.71 -1.41 0.221
H 2.91 0.57 -2.02 0.196
H -5.10 -1.65 -1.13 0.243
H -4.46 -0.06 -1.90 0.217
H -4.88 -1.60 -2.97 0.287
H 0.87 1.70 -1.44 0.190
H 1.76 3.12 -1.52 0.240
H 2.76 2.79 0.57 0.238
H 0.89 2.50 0.73 0.221
H -2.50 -1.17 -2.71 0.227
H -2.82 -2.52 -1.50 0.227
H 3.12 0.44 0.55 0.467
H -3.07 -0.31 -0.20 0.426



Record 4
72
Properties=species:S:1:pos:R:3:mulliken_charge:R:1 method="wB97M-V/def2-TZVPD" homo_lumo_gap_ev=9.364 multiplicity=1 charge=+1 e_tot_ha=-1607.0005
C 5.52 0.23 2.18 -0.781
C 5.04 -0.92 1.73 -0.227
C 5.27 -1.49 0.40 0.318
C 6.43 -1.78 -0.21 0.960
C 7.82 -1.55 0.25 -0.761
C 8.29 -0.10 0.01 -0.328
F 9.33 -0.08 -0.89 -0.337
C 6.08 -2.38 -1.54 0.288
O 6.81 -2.84 -2.35 -0.483
O 4.71 -2.33 -1.70 -0.318
C 4.16 -1.94 -0.50 -0.173
O 2.99 -2.01 -0.27 -0.536
H 5.61 0.37 3.25 0.287
H 5.80 1.07 1.55 0.286
H 4.43 -1.53 2.40 0.417
H 8.51 -2.20 -0.28 0.419
H 7.88 -1.76 1.32 0.400
H 8.61 0.37 0.93 0.266
H 7.48 0.50 -0.42 0.270
C -4.01 1.09 -3.85 -1.419
C -3.21 2.00 -2.92 0.144
C -1.80 1.49 -2.66 -1.033
C -1.70 0.29 -1.70 -1.071
P -1.79 0.63 0.07 1.081
C -0.61 1.96 0.41 -1.449
C 0.83 1.84 -0.12 -1.006
C 1.76 0.86 0.58 0.673
C 1.82 1.00 2.10 -1.391
C -1.20 -0.84 0.94 -0.461
C -1.93 -2.19 0.84 -1.017
C -3.25 -2.34 1.60 0.256
C -3.23 -1.80 3.03 -1.372
C -3.31 1.36 0.71 -0.913
C -4.69 0.68 0.76 -1.100
C -5.19 -0.04 -0.50 0.395
C -6.29 0.73 -1.23 -1.795
H -4.08 0.07 -3.47 0.267
H -5.03 1.46 -3.98 0.390
H -3.55 1.06 -4.83 0.418
H -3.76 2.14 -1.98 -0.238
H -3.14 2.99 -3.37 0.453
H -1.17 2.30 -2.29 0.315
H -1.36 1.18 -3.61 0.569
H -0.71 -0.17 -1.82 0.613
H -2.40 -0.50 -1.98 0.719
H -0.62 2.14 1.48 0.747
H -1.06 2.85 -0.04 0.537
H 1.26 2.84 -0.06 0.489
H 0.80 1.60 -1.19 0.298
H 2.76 1.01 0.18 0.540
H 1.51 -0.17 0.31 -0.429
H 2.25 1.96 2.38 0.356
H 2.46 0.22 2.51 0.233
H 0.85 0.91 2.58 0.328
H -1.00 -0.56 1.97 0.574
H -0.21 -1.00 0.49 -0.249
H -1.22 -2.93 1.22 0.495
H -2.09 -2.44 -0.21 0.346
H -3.49 -3.40 1.63 0.470
H -4.05 -1.87 1.04 -0.349
H -2.55 -2.37 3.66 0.353
H -4.22 -1.86 3.47 0.412
H -2.92 -0.75 3.08 0.286
H -3.40 2.32 0.20 0.728
H -3.04 1.63 1.74 0.572
H -5.40 1.47 1.02 0.597
H -4.71 0.01 1.61 0.203
H -5.59 -1.01 -0.22 0.507
H -4.37 -0.25 -1.19 -0.242
H -7.19 0.77 -0.62 0.472
H -6.55 0.25 -2.17 0.393
H -5.99 1.76 -1.45 0.340



Number 1: HOMO energy -0.417 Eh. Number 2: HOMO energy -0.358 Eh. Number 3: HOMO energy -0.612 Eh. Number 4: HOMO energy -0.450 Eh.